The ion C9H12NO3 with charge +1 at a distorted geometry. Source: the Open Molecules 2025 dataset; level of theory: the ωB97M-V functional and the def2-TZVPD basis.

Cartesian coordinates (Å):
C (-1.270, 0.335, -1.825)
C (-0.429, -0.505, -2.481)
C (0.911, -0.989, -0.442)
C (-1.141, 0.642, -0.412)
C (0.670, -1.063, -1.768)
C (-0.157, -0.087, 0.229)
C (-1.866, 1.673, 0.253)
C (1.308, 1.168, 1.771)
C (-0.241, -0.795, 2.448)
N (1.624, -1.888, -2.510)
O (1.451, -2.147, -3.694)
O (2.509, -2.351, -1.801)
O (0.075, 0.326, 1.630)
H (-1.968, 1.017, -2.420)
H (-0.745, -0.762, -3.473)
H (1.703, -1.340, 0.163)
H (-2.580, 2.141, -0.455)
H (-2.476, 1.504, 1.197)
H (-1.095, 2.475, 0.588)
H (1.211, 1.696, 0.874)
H (1.202, 1.812, 2.637)
H (2.209, 0.440, 1.718)
H (-1.028, -1.540, 2.034)
H (0.643, -1.430, 2.377)
H (-0.518, -0.329, 3.362)

Results
ΔE to the lowest compared entry with this formula, charge and spin in kJ/mol: 532.61
Charge: +1
Multiplicity: 1
LUMO level in eV: -4.08